*i*
ORCA calculation (wB97M-V/def2-TZVPD) on a cluster of 2 separate species, C2H9NO in total.

SMILES string   COC.N
E_HOMO   -9.822 eV

XYZ file:
```
13
C2H9NO wB97M-V/def2-TZVPD
C 1.848 -0.327 -0.470
O 0.599 -0.080 0.247
C 0.210 -0.671 1.453
H 2.632 0.289 0.029
H 1.950 -1.406 -0.706
H 1.582 0.183 -1.384
H 1.009 -0.844 2.241
H -0.679 -0.108 1.692
H -0.227 -1.609 1.311
N -2.047 1.402 -1.268
H -1.399 0.766 -0.675
H -2.635 0.838 -1.828
H -2.843 1.567 -0.641
```

*ii*
ORCA calculation (wB97M-V/def2-TZVPD) on a cluster of 2 separate species, C2H9NO in total.

SMILES string   CN.CO
E_HOMO   -9.572 eV

XYZ file:
```
13
C2H9NO wB97M-V/def2-TZVPD
C -1.286 0.459 -0.933
N -0.658 1.307 0.106
H -1.600 -0.510 -0.476
H -2.118 0.899 -1.540
H -0.517 0.165 -1.657
H -0.363 2.167 -0.300
H -1.283 1.580 0.864
C 1.423 -1.305 0.541
O 1.412 -0.131 1.364
H 2.310 -1.887 0.787
H 0.589 -2.014 0.804
H 1.412 -1.115 -0.521
H 0.678 0.385 0.960
```

*iii*
ORCA calculation (wB97M-V/def2-TZVPD) on a cluster of 3 separate species, C2H9NO in total.

SMILES string   [H][H].C1CO1.N
E_HOMO   -9.911 eV

XYZ file:
```
13
C2H9NO wB97M-V/def2-TZVPD
H -1.384 1.063 4.308
H -0.772 0.781 4.004
C -1.400 -1.447 -0.545
C -1.060 -2.810 -0.133
O -1.653 -1.890 0.797
H -2.310 -1.208 -1.076
H -0.553 -0.776 -0.595
H -1.752 -3.617 -0.349
H -0.024 -3.112 -0.048
N 2.540 3.168 -1.525
H 2.333 4.145 -1.665
H 3.195 2.978 -0.802
H 2.839 2.726 -2.371
```

*iv*
ORCA calculation (wB97M-V/def2-TZVPD) on a cluster of 2 separate species, C2H9NO in total.

SMILES string   CCN.O
E_HOMO   -9.760 eV

XYZ file:
```
13
C2H9NO wB97M-V/def2-TZVPD
C -0.455 0.075 -1.769
C -0.353 0.437 -0.295
N 0.991 0.167 0.259
H -0.351 -1.004 -1.883
H -1.443 0.355 -2.142
H 0.336 0.624 -2.280
H -0.604 1.470 -0.063
H -1.050 -0.242 0.187
H 1.625 -0.224 -0.427
H 1.449 1.009 0.586
O 0.016 -1.206 2.864
H 0.582 -0.844 2.137
H -0.741 -0.617 2.826
```

Q: Which of them is the least stable? A: *iii*.

*i*
ORCA calculation (wB97M-V/def2-TZVPD) on a cluster of 2 separate species, C2H9NO in total.

SMILES string   CN.CO
E_HOMO   -9.526 eV

XYZ file:
```
13
C2H9NO wB97M-V/def2-TZVPD
C 2.073 -0.530 0.746
N 1.612 0.216 -0.458
H 1.373 -1.428 0.814
H 3.067 -1.021 0.677
H 1.859 0.276 1.607
H 1.768 1.180 -0.164
H 2.168 -0.013 -1.298
C -2.116 -0.158 0.297
O -1.711 0.557 -0.722
H -3.147 -0.182 0.403
H -2.235 -1.291 0.104
H -1.388 0.183 1.259
H -0.801 0.457 -0.674
```

*ii*
ORCA calculation (wB97M-V/def2-TZVPD) on a cluster of 2 separate species, C2H9NO in total.

SMILES string   CNC.O
E_HOMO   -8.951 eV

XYZ file:
```
13
C2H9NO wB97M-V/def2-TZVPD
C -1.322 0.141 -0.687
N -0.031 -0.565 -0.511
C 1.019 -0.102 -1.435
H -1.062 1.177 -0.854
H -2.012 -0.327 -1.398
H -1.870 -0.104 0.244
H -0.125 -1.551 -0.707
H 0.764 -0.357 -2.473
H 1.926 -0.668 -1.206
H 1.195 0.962 -1.307
O 0.360 0.388 2.525
H 1.002 0.766 1.943
H -0.432 0.546 1.985
```

Q: Which of them is the least stable? A: *i*.

*i*
ORCA calculation (wB97M-V/def2-TZVPD) on a cluster of 3 separate species, C11H18N3 in total.

Charge   +1
E_HOMO   -8.552 eV

XYZ file:
```
32
C11H18N3 wB97M-V/def2-TZVPD
C 1.371 3.384 -5.455
C 0.855 4.553 -4.892
C 1.663 2.277 -4.715
C 1.035 3.330 -2.857
C 0.710 4.521 -3.468
C -0.092 2.791 2.014
C -0.570 3.206 0.624
C 0.258 1.392 1.689
C 0.199 2.394 -0.370
C -0.411 -7.233 4.007
C -1.818 -6.946 3.661
N 1.472 2.264 -3.411
N 0.719 1.431 0.271
N -2.713 -7.779 3.067
H 1.766 3.282 -6.433
H 0.875 5.416 -5.503
H 1.993 1.264 -5.149
H 0.898 3.240 -1.754
H 0.784 3.226 2.224
H -0.883 3.079 2.750
H -1.611 3.077 0.389
H -0.326 4.291 0.345
H 1.113 0.981 2.280
H -0.516 0.657 1.607
H -0.386 -8.098 4.585
H 0.186 -7.399 3.063
H 0.072 -6.375 4.531
H 0.674 5.384 -2.929
H -2.340 -6.007 3.844
H 1.203 0.604 -0.054
H -3.714 -7.492 3.232
H -2.464 -8.715 2.807
```

*ii*
ORCA calculation (wB97M-V/def2-TZVPD) on the ion C11H18N3 with charge +1.

Charge   +1
SMILES string   C=C(NCCc1c[nH+]c[nH]1)C1(C)CC1
E_HOMO   -11.314 eV

XYZ file:
```
32
C11H18N3 wB97M-V/def2-TZVPD
C 1.048 1.244 -1.050
C -0.213 0.940 -0.685
N -0.820 0.864 0.469
C -0.399 1.439 1.714
C -0.255 0.301 2.803
C 0.814 -0.534 2.291
C 2.204 -0.583 2.425
N 2.651 -1.545 1.628
C 1.648 -2.130 0.882
N 0.528 -1.509 1.328
C -1.041 0.202 -1.765
C -0.933 -1.309 -1.621
C -2.234 0.935 -2.294
C -0.981 0.711 -3.146
H 1.694 1.737 -0.357
H 1.295 0.959 -2.052
H -1.808 0.917 0.581
H -1.100 2.105 2.050
H 0.563 1.991 1.509
H -1.130 -0.246 2.746
H 0.071 0.750 3.748
H 2.723 0.073 3.042
H 3.555 -1.760 1.504
H 1.701 -2.680 0.004
H -0.309 -1.683 0.811
H -1.528 -1.855 -0.920
H 0.115 -1.490 -1.421
H -1.116 -1.740 -2.662
H -2.302 1.912 -1.793
H -3.224 0.415 -2.461
H -0.887 0.020 -3.983
H -0.330 1.549 -3.324
```

Q: Which of them is the least stable? A: *i*.

*i*
ORCA calculation (wB97M-V/def2-TZVPD) on an isolated molecule of C4H7N3S.

SMILES string   [H]/N=c1/[nH]cc(C)n1S
E_HOMO   -7.330 eV

XYZ file:
```
15
C4H7N3S wB97M-V/def2-TZVPD
H -1.756 -1.301 -2.256
N -1.382 -0.361 -2.435
C -0.666 -0.007 -1.428
N -0.017 1.175 -1.366
C 0.707 1.322 -0.224
C 0.600 0.171 0.486
C 1.112 -0.140 1.849
N -0.367 -0.615 -0.219
S -0.874 -2.158 0.210
H -0.184 1.903 -2.044
H 1.168 2.277 -0.071
H 1.162 -1.188 2.180
H 0.481 0.390 2.589
H 2.042 0.373 1.908
H -2.025 -1.840 0.823
```

*ii*
ORCA calculation (wB97M-V/def2-TZVPD) on a structure of composition C4H7N3S.

E_HOMO   -8.147 eV

XYZ file:
```
15
C4H7N3S wB97M-V/def2-TZVPD
C -1.363 -1.513 -0.124
C -0.224 -0.654 -0.101
C -0.631 0.645 -0.059
C 1.644 -1.103 0.227
N -2.415 -0.765 -0.116
N -1.979 0.506 0.092
N -0.074 1.924 -0.116
S 2.797 0.087 -0.199
H -1.323 -2.501 -0.368
H 1.557 -1.401 1.273
H 1.741 -1.935 -0.467
H -2.629 1.294 0.013
H 0.750 1.884 -0.789
H -0.798 2.646 -0.184
H 2.949 0.885 0.918
```

Q: Which of them is the least stable? A: *ii*.